1.
C17H31IrN4O3PS2 | wB97M-V/def2-TZVPD

Geometry (Å):
Ir1 0.2015 0.2951 0.1518
C1 -4.9076 2.5039 0.9902
C2 -4.4618 2.4710 -0.4629
N1 -3.1216 3.0074 -0.6474
C3 -1.9840 2.3190 -0.5523
S1 -2.0427 0.5616 -0.5132
N2 -0.8588 3.0063 -0.5558
N3 0.2473 2.2333 -0.4832
C4 1.4202 2.8011 -0.3997
C5 1.6186 4.2734 -0.4282
C6 2.5611 1.8761 -0.2930
C7 3.8768 2.3133 -0.3434
C8 4.9029 1.3855 -0.3738
C9 4.5728 0.0397 -0.3982
C10 3.2435 -0.3274 -0.3268
N4 2.2444 0.5474 -0.2370
H1 -5.9129 2.0955 1.0891
H2 -4.9174 3.5241 1.3743
H3 -4.2317 1.9133 1.6092
H4 -5.1315 3.0545 -1.0951
H5 -4.4776 1.4540 -0.8527
H6 -3.0027 4.0099 -0.6271
H7 0.6648 4.7840 -0.4880
H8 2.2312 4.5504 -1.2884
H9 2.1423 4.5952 0.4739
H10 4.0811 3.3730 -0.3715
H11 5.9346 1.7060 -0.4049
H12 5.3291 -0.7291 -0.4607
H13 2.9567 -1.3629 -0.3517
C11 -1.1698 -0.3719 3.9114
S2 0.1264 0.3359 2.9429
O1 1.1940 0.7154 3.8067
O2 0.5232 -0.7390 1.9174
O3 -0.4686 1.4025 2.1301
H14 -0.8797 -1.3796 4.2010
H15 -2.0848 -0.3852 3.3258
H16 -1.2788 0.2494 4.7963
C12 -2.1640 -3.9243 -0.5339
C13 -1.8907 -2.4336 -0.3417
P1 -0.1704 -1.8410 -0.6571
C14 0.7002 -3.2426 0.1685
C15 2.1620 -3.3257 0.5741
C16 -0.0068 -1.9814 -2.4655
C17 1.3884 -1.7064 -3.0073
H17 -3.2376 -4.1000 -0.4753
H18 -1.6955 -4.5402 0.2296
H19 -1.8335 -4.2828 -1.5092
H20 -2.1355 -2.1174 0.6763
H21 -2.5473 -1.8710 -1.0058
H22 0.4535 -4.0894 -0.4776
H23 0.0976 -3.3643 1.0725
H24 2.8399 -3.3678 -0.2808
H25 2.3029 -4.2575 1.1221
H26 2.4487 -2.5137 1.2385
H27 -0.7252 -1.2625 -2.8684
H28 -0.3539 -2.9781 -2.7537
H29 1.7106 -0.6947 -2.7569
H30 1.3916 -1.7949 -4.0927
H31 2.1245 -2.4130 -2.6209

For the HOMO energy, the calculation gives -0.400 Eh. The value obtained for the gap between HOMO and LUMO is 7.04 eV. For the largest force on an atom, the calculation gives 0.027 Eh/bohr. Its net charge is +1. The calculation puts the energy above the lowest of the compared OMol25 structures with the same formula, charge and spin at 200.8 kJ/mol. The LUMO energy is -3.840 eV. The calculated total energy comes out at -2353.01048 hartree.



2.
C17H31N3P2Pb | wB97M-V/def2-TZVPD

Geometry (Å):
P1 0.1623 -1.5659 1.3752
P2 -0.0940 1.6508 1.4701
C1 -0.1530 -0.6294 -0.2093
C2 0.3192 0.8221 -0.1502
H1 -1.2353 -0.6845 -0.4105
H2 0.3460 -1.1446 -1.0440
H3 1.4097 0.8860 -0.2865
H4 -0.1506 1.4008 -0.9584
C3 -1.7279 2.3392 1.0540
H5 -2.0270 3.0109 1.8693
H6 -2.4588 1.5252 0.9596
H7 -1.6602 2.9012 0.1131
C4 0.9835 3.1193 1.3445
H8 0.8145 3.6205 0.3823
H9 2.0373 2.8187 1.4369
H10 0.7178 3.7916 2.1724
C5 -0.9119 -3.0314 1.2049
H11 -0.6983 -3.7198 2.0361
H12 -0.7368 -3.5366 0.2447
H13 -1.9556 -2.6905 1.2688
C6 1.8301 -2.2386 1.0063
H14 2.5800 -1.4350 1.0199
H15 1.8437 -2.7331 0.0260
H16 2.0820 -2.9694 1.7860
Pb1 1.0021 -0.0309 3.7442
C7 0.5865 1.6491 -3.5167
C8 -0.7374 1.6744 -3.3121
C9 -1.7843 0.9592 -4.1190
C10 -1.3975 -0.4448 -4.6533
C11 -0.6978 -1.3102 -3.6432
C12 0.6212 -1.3548 -3.4142
C13 1.6886 -0.5756 -4.1267
C14 1.3060 0.8596 -4.5730
C15 0.1357 -1.7887 4.8269
H17 1.2440 2.2905 -2.9140
H18 -1.1548 2.3599 -2.5656
H19 -2.0920 1.5803 -4.9786
H20 -2.6855 0.8604 -3.4907
H21 -2.3396 -0.9484 -4.9309
H22 -0.8058 -0.3431 -5.5737
H23 -1.3677 -1.9920 -3.1020
H24 1.0169 -2.1045 -2.7199
H25 2.0319 -1.1338 -5.0152
H26 2.5647 -0.5154 -3.4583
H27 2.2508 1.3833 -4.7979
H28 0.7312 0.8182 -5.5084
H29 0.6143 -1.7719 5.8168
H30 0.2836 -2.7766 4.3679
H31 -0.9376 -1.5844 4.9400
N1 -0.2705 1.1169 5.5880
C16 -0.3737 1.0352 6.7659
N2 -0.5107 1.1025 8.0392
C17 -0.2257 0.1390 8.8880
N3 -0.0136 -0.6608 9.7255

For the HOMO energy (spin up / spin down), the calculation gives -0.498 / -0.498 Eh. The value obtained for the gap between HOMO and LUMO (spin up / spin down) is 3.56 / 3.50 eV. For the largest force on an atom, the calculation gives 0.052 Eh/bohr. Its net charge is +2. The calculation puts the energy above the lowest of the compared OMol25 structures with the same formula, charge and spin at 0.0 kJ/mol. The LUMO energy (spin up / spin down) is -9.985 / -10.062 eV. The calculated total energy comes out at -1705.40920 hartree.



3.
C17H32As3N5Pb | wB97M-V/def2-TZVPD

Geometry (Å):
Pb1 0.1499 2.2975 -0.9782
C1 3.1996 -0.5768 -1.6331
As1 2.0241 0.2524 -0.2973
C2 3.3515 0.9423 0.9600
C3 1.3907 -1.3357 0.7767
C4 0.2151 -2.2614 0.3857
C5 0.1155 -3.3324 1.4866
C6 -1.1364 -1.5314 0.3524
As2 -1.5566 -0.0079 -0.9009
C7 -1.8592 -0.9128 -2.6220
C8 -3.4068 0.2790 -0.3401
C9 0.5483 -2.9563 -0.9438
As3 -0.4651 -4.6659 -1.4597
C10 -2.3925 -4.8610 -1.1782
C11 0.3466 -6.3148 -0.8526
H1 3.8692 -1.2753 -1.1211
H2 3.8105 0.1947 -2.1048
H3 2.6512 -1.0995 -2.4162
H4 3.9242 0.1253 1.4082
H5 2.8969 1.5299 1.7576
H6 4.0479 1.5844 0.4176
H7 1.1818 -0.9263 1.7713
H8 2.2971 -1.9439 0.8846
H9 -0.0197 -2.8886 2.4700
H10 1.0174 -3.9430 1.5252
H11 -0.7466 -3.9792 1.3026
H12 -1.3255 -1.1255 1.3518
H13 -1.9294 -2.2691 0.1678
H14 -2.2270 -1.9311 -2.4527
H15 -0.9732 -0.9524 -3.2543
H16 -2.6318 -0.3619 -3.1641
H17 -4.0245 -0.6035 -0.5377
H18 -3.8267 1.1140 -0.9044
H19 -3.4733 0.5178 0.7218
H20 1.5814 -3.3200 -0.9225
H21 0.4424 -2.2618 -1.7832
H22 -2.9705 -3.9677 -1.4038
H23 -2.5880 -5.1988 -0.1563
H24 -2.7219 -5.6575 -1.8521
H25 1.4259 -6.3372 -1.0069
H26 -0.0986 -7.1397 -1.4183
H27 0.1138 -6.4648 0.2083
N1 -0.2449 3.2732 3.4725
C12 -0.2039 2.4033 2.4629
N2 -0.0653 3.0668 1.3203
C13 -0.0246 4.3850 1.7107
N3 -0.1315 4.5008 3.0126
C14 0.0752 5.5294 0.8239
C15 0.1130 6.8449 1.3517
N4 0.1477 7.8299 0.5135
C16 0.1438 7.6995 -0.7786
C17 0.1231 6.3887 -1.3028
N5 0.0937 5.3637 -0.4887
H28 -0.3528 3.1205 4.4745
H29 -0.2768 1.3364 2.5480
H30 0.1058 7.0236 2.4199
H31 0.1539 8.5809 -1.4146
H32 0.1185 6.2173 -2.3706

For the HOMO energy (spin up / spin down), the calculation gives -0.732 / -0.746 Eh. The value obtained for the gap between HOMO and LUMO (spin up / spin down) is 4.66 / 7.81 eV. For the largest force on an atom, the calculation gives 0.036 Eh/bohr. Its net charge is +4. The calculation puts the energy above the lowest of the compared OMol25 structures with the same formula, charge and spin at 25.3 kJ/mol. The LUMO energy (spin up / spin down) is -15.273 / -12.484 eV. The calculated total energy comes out at -7839.33394 hartree.



4.
C17H32AsN4NdO4PSTe | wB97M-V/def2-TZVPD

Geometry (Å):
Nd1 -0.3300 0.6826 -1.0985
C1 3.1573 -0.9121 3.9813
C2 3.4036 0.5047 3.4484
N1 3.3310 0.6027 1.9962
C3 2.1941 0.4511 1.3264
S1 2.3763 0.2994 -0.3819
N2 1.0805 0.4773 2.0099
N3 -0.0580 0.6505 1.3220
C4 -1.2383 0.5239 1.9778
C5 -1.2680 -0.0611 3.3632
C6 -2.4117 0.9566 1.2743
C7 -3.6940 0.7888 1.8741
C8 -4.8396 1.0702 1.1284
C9 -4.7034 1.5853 -0.1905
C10 -3.4187 1.9582 -0.6169
N4 -2.3032 1.5129 0.0402
H1 3.5152 -0.9542 5.0018
H2 3.6768 -1.6973 3.4057
H3 2.0860 -1.1940 4.0208
H4 4.3847 0.8931 3.7905
H5 2.6797 1.2227 3.8856
H6 4.1538 0.6194 1.4154
H7 -0.2206 -0.2271 3.6438
H8 -1.8395 -1.0249 3.4180
H9 -1.7401 0.6381 4.0856
H10 -3.7667 0.4490 2.8933
H11 -5.8242 0.9094 1.5403
H12 -5.5366 1.8112 -0.8300
H13 -3.2190 2.5285 -1.5059
C11 0.1456 5.8166 -1.8869
As1 0.9876 4.1017 -2.2813
C12 2.4353 3.9156 -0.9842
C13 1.9125 4.2227 -3.9995
O1 0.0659 2.6249 -2.0193
H14 0.8755 6.6251 -1.9584
H15 -0.2749 5.7665 -0.8538
H16 -0.6643 5.9582 -2.6077
H17 3.1501 4.7372 -0.9843
H18 2.9497 2.9634 -1.2238
H19 2.0070 3.7630 0.0145
H20 2.9281 4.5221 -3.7679
H21 1.4058 4.9767 -4.6514
H22 1.9071 3.2358 -4.4845
C14 -1.9842 -6.1379 -1.9357
C15 -1.6883 -5.0052 -2.8456
O2 -1.7674 -3.7661 -1.9828
P1 -1.0352 -2.3957 -1.8911
O3 -1.9456 -1.1888 -1.6226
Te1 0.2273 -1.4921 -3.7329
O4 -0.0499 -2.4613 -0.6117
C16 1.0384 -3.4472 -0.5275
C17 1.0411 -3.8906 0.8906
H23 -1.8617 -7.0989 -2.4525
H24 -3.0123 -6.1174 -1.5694
H25 -1.3147 -6.1115 -1.0555
H26 -2.4697 -4.8208 -3.6104
H27 -0.6860 -5.0453 -3.2980
H28 1.9401 -2.9032 -0.8339
H29 0.8939 -4.3169 -1.1939
H30 0.9221 -3.0616 1.5857
H31 2.0128 -4.3590 1.1064
H32 0.2809 -4.6747 1.0499

For the HOMO energy (spin up / spin down), the calculation gives -0.340 / -0.341 Eh. The value obtained for the gap between HOMO and LUMO (spin up / spin down) is 5.94 / 5.94 eV. For the largest force on an atom, the calculation gives 0.072 Eh/bohr. Its net charge is +1. Its multiplicity is 4. The calculation puts the energy above the lowest of the compared OMol25 structures with the same formula, charge and spin at 0.0 kJ/mol. The LUMO energy (spin up / spin down) is -3.321 / -3.328 eV. The calculated total energy comes out at -4991.67692 hartree.



Question: Among the records above, which one has the lowest calculated total energy?
Answer: C17H32As3N5Pb



Question: net charge of number 2 (C17H31N3P2Pb)?
Answer: +2